Record 1
The following is a quantum chemistry calculation of 5 unconnected molecules or ions with the total composition C31H72BN6O10, from OMol25.

XYZ file:
```
120
Properties=species:S:1:pos:R:3:mulliken_charge:R:1
C -0.961 2.319 -0.144 -1.328
C 0.401 2.496 -0.871 -0.312
B 0.896 1.200 -1.714 0.468
O 0.916 -0.138 -1.036 -0.367
C 2.190 -0.483 -0.603 1.358
C 2.276 -2.010 -0.652 -1.869
N 3.400 -2.564 0.112 -0.417
C 2.575 0.081 0.776 -0.610
C 1.795 -0.474 1.978 -1.512
C 0.299 -0.603 1.783 0.430
O -0.284 -0.919 3.063 -0.463
C -1.417 -1.740 2.966 -0.647
C 3.084 0.260 -1.700 0.987
C 3.554 -0.562 -2.906 -0.139
C 2.589 -0.706 -4.083 -0.857
C 2.453 0.573 -4.907 -0.719
O 1.067 0.763 -5.250 -0.285
C 0.840 1.884 -5.966 0.602
C 0.147 2.976 -5.199 -0.473
O 1.149 1.998 -7.125 -0.667
O 4.408 0.707 -1.084 -0.487
C 4.802 1.872 -1.451 0.781
N 5.301 2.850 -1.814 -0.754
O 2.398 1.391 -1.977 -0.722
H -1.633 3.164 -0.307 0.291
H -1.434 1.386 -0.457 0.248
H -0.800 2.270 0.936 0.334
H 0.278 3.313 -1.595 0.336
H 1.167 2.841 -0.170 0.190
H 0.282 1.022 -2.754 -0.286
H 2.311 -2.356 -1.693 0.556
H 1.353 -2.422 -0.246 0.458
H 4.288 -2.162 -0.146 0.181
H 3.442 -3.569 0.069 0.266
H 2.484 1.168 0.723 0.646
H 3.632 -0.119 0.953 0.330
H 1.931 0.230 2.806 0.370
H 2.216 -1.431 2.283 0.236
H 0.042 -1.392 1.075 0.311
H -0.152 0.317 1.411 -0.190
H -1.257 -2.595 2.300 0.344
H -1.614 -2.140 3.966 0.223
H -2.299 -1.157 2.671 0.302
H 4.449 -0.063 -3.292 0.673
H 3.883 -1.543 -2.567 -1.118
H 1.587 -1.018 -3.781 0.382
H 2.988 -1.483 -4.741 0.457
H 2.839 1.441 -4.369 0.384
H 3.007 0.496 -5.849 0.466
H -0.893 2.715 -5.002 0.302
H 0.631 3.114 -4.231 0.053
H 0.183 3.905 -5.767 0.158
C 8.307 -5.824 -2.105 -1.394
C 7.902 -5.301 -0.730 0.356
C 6.390 -5.110 -0.546 -0.897
O 5.840 -3.981 -1.193 -0.162
C 5.609 -4.135 -2.580 -0.379
N 8.656 -4.077 -0.445 -0.750
H 8.303 -5.036 -2.857 0.299
H 9.321 -6.222 -2.068 0.340
H 7.641 -6.622 -2.440 0.338
H 8.206 -6.054 0.005 0.410
H 6.203 -4.945 0.519 0.335
H 5.840 -6.017 -0.833 0.449
H 5.293 -5.154 -2.823 0.346
H 6.491 -3.872 -3.168 0.224
H 4.809 -3.449 -2.856 -0.099
H 8.492 -3.795 0.516 0.273
H 8.255 -3.326 -1.001 0.322
C -5.992 -3.399 5.917 -0.985
C -6.356 -2.821 4.552 0.193
C -5.249 -1.971 3.911 -0.458
O -5.082 -0.688 4.477 -0.430
C -4.353 -0.657 5.689 0.060
N -7.620 -2.086 4.669 -0.720
H -6.078 -2.658 6.712 -0.092
H -6.669 -4.217 6.168 0.393
H -4.973 -3.790 5.924 0.338
H -6.525 -3.666 3.877 0.407
H -5.524 -1.791 2.869 0.322
H -4.292 -2.510 3.899 0.242
H -3.538 -1.386 5.692 0.189
H -5.013 -0.828 6.543 -0.358
H -3.924 0.340 5.790 0.348
H -7.934 -1.810 3.744 0.287
H -7.421 -1.208 5.142 0.289
C -7.646 1.037 10.849 -1.425
C -6.228 1.024 10.287 0.252
C -6.074 0.231 8.982 -0.598
O -6.090 -1.177 9.120 -0.410
C -7.371 -1.762 9.261 -0.752
N -5.307 0.561 11.330 -0.736
H -7.887 0.109 11.368 0.298
H -7.751 1.843 11.575 0.351
H -8.385 1.192 10.061 0.339
H -5.964 2.058 10.049 0.425
H -5.092 0.464 8.563 0.323
H -6.821 0.546 8.239 0.408
H -8.118 -1.242 8.654 0.333
H -7.693 -1.780 10.305 0.291
H -7.299 -2.792 8.913 0.273
H -4.350 0.674 11.010 0.291
H -5.426 -0.445 11.426 0.319
C 0.945 4.461 -9.326 -0.910
C 0.101 5.641 -8.853 0.580
C -0.339 6.597 -9.971 -0.926
O 0.672 7.453 -10.472 -0.388
C 1.565 6.860 -11.393 -0.642
N 0.810 6.337 -7.775 -0.666
H 1.982 4.745 -9.507 0.252
H 0.955 3.682 -8.563 -0.018
H 0.540 4.032 -10.246 0.308
H -0.820 5.229 -8.427 0.382
H -1.101 7.267 -9.564 0.369
H -0.806 6.043 -10.798 0.426
H 1.056 6.137 -12.037 0.297
H 2.400 6.370 -10.887 0.228
H 1.971 7.658 -12.015 0.251
H 0.201 7.039 -7.364 0.269
H 1.571 6.867 -8.189 0.272
```

Calculated values
Net charge: -1


Record 2
The following is a quantum chemistry calculation of 4 unconnected molecules or ions with the total composition C31H72N5O6P2, from OMol25.

XYZ file:
```
116
Properties=species:S:1:pos:R:3:mulliken_charge:R:1
C 5.332 1.953 0.172 -0.689
C 4.675 3.422 -0.250 -0.712
C 3.058 3.299 -0.485 0.550
C 2.562 3.486 -2.037 -0.880
C 1.770 2.158 -2.643 -0.334
C 0.217 2.017 -2.107 0.293
C 0.087 0.616 -1.214 -1.450
N 0.449 -0.686 -1.585 0.970
C 1.016 -1.144 -2.925 -0.192
C -0.116 -0.741 -4.085 -0.361
O 0.275 0.418 -4.904 -0.526
C 0.145 -1.530 -0.337 -0.194
P 0.189 -3.434 -0.466 -0.097
C 1.910 -4.104 -0.977 -0.629
C 3.171 -3.457 -0.135 -0.729
C -0.101 -4.210 1.297 -0.465
C 0.685 -3.410 2.493 -0.751
C -1.040 -0.793 0.541 -0.411
C -0.545 0.785 0.288 0.914
N -1.864 1.460 0.022 0.026
C -2.122 2.502 0.872 0.611
C -1.904 4.074 0.343 -1.120
C -2.705 2.364 2.419 -1.086
P 0.545 1.249 1.769 0.305
O 0.025 0.548 3.274 -0.443
O 0.898 2.946 1.884 -0.485
H 6.455 1.988 -0.218 0.214
H 4.742 1.105 -0.382 0.149
H 5.392 1.803 1.343 0.222
H 5.265 3.948 -1.113 0.350
H 4.824 4.108 0.715 0.239
H 2.564 4.193 0.131 0.154
H 2.649 2.303 0.008 -0.286
H 3.539 3.609 -2.691 0.409
H 1.915 4.453 -2.173 0.303
H 1.868 2.183 -3.820 0.265
H 2.399 1.223 -2.250 -0.065
H 0.035 2.902 -1.360 -0.286
H -0.579 2.066 -2.980 0.306
H 2.085 -0.731 -3.162 0.338
H 1.098 -2.333 -2.992 0.052
H -0.195 -1.663 -4.838 0.326
H -1.189 -0.643 -3.603 0.209
H -0.585 0.880 -5.198 0.346
H 1.105 -1.272 0.325 -0.118
H 1.900 -5.265 -0.698 0.400
H 2.087 -4.086 -2.156 0.386
H 4.149 -3.390 -0.813 0.282
H 2.985 -2.374 0.266 0.144
H 3.435 -4.124 0.808 0.223
H 0.396 -5.295 1.237 0.367
H -1.246 -4.396 1.519 0.339
H 0.997 -2.311 2.238 0.174
H 1.693 -4.003 2.707 0.287
H 0.010 -3.487 3.461 0.249
H -2.158 -1.046 0.280 -0.021
H -0.879 -1.253 1.606 0.341
H -2.929 4.638 0.509 0.452
H -1.099 4.656 0.969 0.294
H -1.703 4.108 -0.823 0.258
H -1.868 2.473 3.229 0.324
H -3.560 3.192 2.505 0.390
H -3.267 1.317 2.447 0.298
H -0.959 0.361 3.284 0.328
H 0.724 3.444 1.033 0.207
C 9.920 2.605 0.861 -1.447
C 9.411 1.539 1.827 0.302
C 10.536 0.683 2.454 -0.700
O 11.078 -0.310 1.577 -0.382
C 12.056 0.179 0.671 -0.632
N 8.418 0.702 1.136 -0.508
H 10.216 2.190 -0.107 0.304
H 9.137 3.345 0.662 0.320
H 10.779 3.138 1.282 0.378
H 8.905 2.063 2.647 0.335
H 10.107 0.129 3.296 0.345
H 11.333 1.308 2.872 0.420
H 12.664 0.976 1.109 0.296
H 11.573 0.526 -0.245 0.221
H 12.715 -0.650 0.401 0.259
H 8.008 0.056 1.812 0.257
H 8.932 0.088 0.497 0.265
C -6.817 2.375 -2.558 -1.558
C -5.672 2.102 -1.585 0.401
C -5.015 0.716 -1.776 0.035
O -5.777 -0.375 -1.251 -0.200
C -6.814 -0.831 -2.106 -0.751
N -6.161 2.283 -0.210 -0.679
H -7.734 1.844 -2.288 0.292
H -7.062 3.443 -2.569 0.373
H -6.542 2.087 -3.577 0.345
H -4.902 2.859 -1.777 0.370
H -4.072 0.712 -1.218 -0.501
H -4.751 0.536 -2.825 0.455
H -6.541 -0.756 -3.163 0.358
H -7.732 -0.275 -1.908 0.279
H -7.009 -1.881 -1.874 0.240
H -5.370 2.198 0.431 0.187
H -6.741 1.469 0.015 0.340
C -9.082 -3.678 0.822 -1.296
C -8.535 -3.769 2.244 0.330
C -7.337 -2.828 2.509 -0.626
O -6.098 -3.284 1.958 -0.432
C -5.926 -2.993 0.579 -0.448
N -8.196 -5.169 2.538 -0.729
H -8.449 -4.193 0.094 0.244
H -10.073 -4.141 0.764 0.362
H -9.185 -2.634 0.507 0.297
H -9.345 -3.464 2.919 0.416
H -7.179 -2.781 3.592 0.374
H -7.551 -1.802 2.186 0.269
H -6.383 -2.039 0.297 0.121
H -6.335 -3.806 -0.026 0.259
H -4.854 -2.938 0.373 0.286
H -7.927 -5.241 3.519 0.274
H -7.330 -5.383 2.034 0.315
```

Calculated values
Net charge: +1


Record 3
The following is a quantum chemistry calculation of 10 unconnected molecules or ions with the total composition C31H72O14S, from OMol25.

XYZ file:
```
118
Properties=species:S:1:pos:R:3:mulliken_charge:R:1
C 0.485 0.201 3.494 -1.039
C 0.283 1.786 3.460 0.770
C 1.498 2.687 3.123 -0.800
C 1.252 4.239 3.145 -0.384
C -0.145 4.868 3.468 0.411
C -0.286 6.459 3.427 0.676
C -0.230 6.877 1.850 -1.257
C 0.892 7.260 4.164 -1.259
C -1.351 3.966 3.813 0.181
O -2.662 4.409 4.160 -0.462
C -3.358 4.999 3.037 -0.425
C -4.712 4.163 2.727 0.092
C -5.945 4.924 2.036 -0.132
O -5.945 4.418 0.672 -0.349
S -4.643 3.415 0.323 1.096
O -3.532 4.123 -0.429 -0.600
O -5.013 2.184 -0.467 -0.505
O -4.282 3.022 1.921 -0.289
C -1.104 2.414 3.786 -0.583
H 0.304 -0.322 2.486 0.150
H 1.544 -0.088 3.848 0.309
H -0.272 -0.220 4.235 0.319
H 2.551 2.313 2.889 0.287
H 2.163 4.881 2.895 0.158
H -1.310 6.708 3.902 0.220
H 0.764 7.423 1.627 0.442
H -0.210 5.938 1.175 0.310
H -1.097 7.546 1.531 0.235
H 0.723 7.320 5.291 0.333
H 1.945 6.879 3.903 0.246
H 0.852 8.344 3.762 0.377
H -2.715 5.181 2.113 0.114
H -3.715 6.045 3.389 0.278
H -5.034 3.819 3.774 0.347
H -6.904 4.776 2.669 0.172
H -5.745 6.047 2.146 0.264
H -1.951 1.682 4.020 0.228
C 0.977 -3.063 -1.116 -0.126
C 0.852 -1.786 -0.309 -0.249
O 1.124 -2.041 1.064 -0.496
H 0.284 -3.821 -0.743 0.202
H 0.764 -2.879 -2.171 0.186
H 1.983 -3.480 -1.028 -0.328
H -0.161 -1.386 -0.384 0.278
H 1.552 -1.026 -0.671 0.277
H 2.024 -2.387 1.125 0.268
C 6.048 -3.689 -1.096 -1.107
C 4.678 -4.337 -1.117 0.036
O 3.962 -3.933 -2.279 -0.556
H 5.957 -2.599 -1.108 0.307
H 6.607 -3.986 -0.205 0.344
H 6.623 -3.971 -1.983 0.298
H 4.099 -4.036 -0.240 0.229
H 4.761 -5.428 -1.117 0.077
H 4.476 -4.211 -3.048 0.309
C -10.548 7.022 4.274 -1.154
C -9.220 6.533 3.730 -0.127
O -8.798 5.370 4.434 -0.520
H -10.464 7.253 5.339 0.284
H -10.881 7.918 3.745 0.342
H -11.315 6.249 4.174 0.345
H -8.452 7.300 3.851 0.285
H -9.300 6.289 2.666 0.261
H -9.479 4.695 4.313 0.291
C 7.296 -8.558 -2.216 -0.995
C 6.360 -8.540 -1.023 -0.221
O 5.076 -8.066 -1.412 -0.489
H 7.392 -7.556 -2.643 0.245
H 8.287 -8.915 -1.929 0.316
H 6.903 -9.206 -3.005 0.339
H 6.744 -7.876 -0.246 0.278
H 6.250 -9.543 -0.597 0.276
H 4.738 -8.662 -2.093 0.275
C -5.816 -0.896 1.077 -0.946
C -4.411 -0.470 1.453 0.385
O -3.846 -1.397 2.374 -0.578
H -6.449 -0.957 1.967 0.337
H -6.263 -0.188 0.374 0.199
H -5.810 -1.890 0.620 0.318
H -4.424 0.513 1.928 -0.173
H -3.768 -0.417 0.568 0.177
H -3.830 -2.262 1.944 0.324
C -3.461 -2.883 -2.677 -0.874
C -2.143 -3.369 -3.246 -0.252
O -1.716 -4.541 -2.561 -0.495
H -3.361 -2.666 -1.610 0.189
H -3.798 -1.979 -3.190 0.300
H -4.233 -3.651 -2.774 0.312
H -1.371 -2.607 -3.126 0.250
H -2.238 -3.600 -4.312 0.290
H -2.399 -5.214 -2.678 0.294
C -8.844 -0.996 -2.324 -1.053
C -7.528 -1.490 -2.890 -0.202
O -7.107 -2.664 -2.204 -0.478
H -8.745 -0.779 -1.257 0.241
H -9.176 -0.092 -2.839 0.327
H -9.620 -1.762 -2.423 0.357
H -6.751 -0.732 -2.770 0.240
H -7.623 -1.721 -3.956 0.322
H -7.793 -3.333 -2.322 0.262
C 9.998 -2.181 -2.425 -0.839
C 10.110 -3.294 -1.402 -0.254
O 10.243 -4.549 -2.059 -0.503
H 9.137 -2.345 -3.078 0.131
H 9.889 -1.210 -1.935 0.343
H 10.883 -2.154 -3.067 0.340
H 9.215 -3.331 -0.778 0.181
H 10.978 -3.142 -0.752 0.311
H 11.042 -4.511 -2.602 0.307
C 8.255 -0.111 -5.699 -0.961
C 9.576 -0.599 -6.262 -0.276
O 10.001 -1.770 -5.575 -0.473
H 8.350 0.106 -4.632 0.223
H 7.920 0.792 -6.215 0.359
H 7.484 -0.881 -5.801 0.302
H 10.348 0.164 -6.140 0.277
H 9.484 -0.830 -7.329 0.268
H 9.317 -2.442 -5.696 0.277
```

Calculated values
SMILES: Cc1ccc(C(C)C)c(OC[C@H]2COS(=O)(=O)O2)c1.CCO.CCO.CCO.CCO.CCO.CCO.CCO.CCO.CCO
Net charge: 0


Record 4
The following is a quantum chemistry calculation of a molecular structure, C31H73AsIrN10OS, from OMol25.

XYZ file:
```
118
Properties=species:S:1:pos:R:3:mulliken_charge:R:1
Ir 0.505 0.370 0.005 2.514
C 5.910 1.134 0.980 -1.228
N 4.476 1.367 1.201 0.397
C 4.182 2.591 1.937 -0.735
C 3.552 0.545 0.660 -0.631
N 2.446 1.019 0.062 0.221
C 2.548 2.267 -0.668 -0.934
C 1.573 3.258 -0.157 -1.095
N 0.265 2.602 0.055 0.483
C -0.247 2.924 1.403 -1.260
C 0.441 2.024 2.382 -0.114
N -0.033 0.701 2.061 0.534
C -0.620 0.040 3.074 -0.513
N -0.244 0.291 4.359 0.445
C -1.206 0.708 5.382 -1.099
C 1.164 0.417 4.716 -0.847
N -1.588 -0.877 2.905 0.519
C -2.036 -1.745 3.999 -1.278
C -2.405 -0.961 1.702 -0.589
C -0.698 2.904 -1.010 -0.741
C -0.160 2.359 -2.302 -1.086
N 0.239 0.978 -2.068 0.641
C 0.601 0.201 -3.085 -1.343
N 0.664 -1.155 -2.828 1.602
C -0.634 -1.829 -2.693 -0.531
C 1.722 -1.933 -3.469 -1.348
N 0.881 0.625 -4.328 0.382
C 0.521 -0.170 -5.509 -1.268
C 1.496 1.915 -4.656 -0.911
N 3.833 -0.765 0.665 0.884
C 4.639 -1.399 1.709 -1.231
C 3.558 -1.555 -0.540 -1.035
H 6.358 2.061 0.623 0.421
H 6.059 0.371 0.222 0.359
H 6.416 0.843 1.900 0.370
H 4.819 2.622 2.821 0.433
H 3.152 2.601 2.266 0.336
H 4.388 3.488 1.349 0.362
H 2.312 2.040 -1.706 -0.108
H 3.557 2.678 -0.659 0.870
H 1.494 4.084 -0.866 0.523
H 1.899 3.695 0.784 0.583
H -1.320 2.742 1.421 -0.366
H -0.074 3.975 1.649 0.445
H 0.186 2.332 3.395 1.171
H 1.518 2.087 2.268 -0.862
H -2.203 0.783 4.955 0.308
H -0.924 1.694 5.758 0.406
H -1.228 0.019 6.228 0.356
H 1.785 0.187 3.852 0.002
H 1.400 -0.293 5.511 0.368
H 1.404 1.417 5.083 0.318
H -1.242 -1.878 4.728 0.409
H -2.307 -2.716 3.587 0.391
H -2.914 -1.341 4.504 0.363
H -3.364 -0.461 1.860 0.846
H -2.592 -2.007 1.462 0.282
H -1.917 -0.503 0.858 -1.009
H -0.873 3.980 -1.091 0.438
H -1.635 2.410 -0.758 -0.840
H 0.660 2.979 -2.663 0.552
H -0.952 2.404 -3.053 0.838
H -1.411 -1.082 -2.542 -0.045
H -0.642 -2.494 -1.835 -0.730
H -0.867 -2.409 -3.591 0.559
H 1.448 -2.320 -4.454 0.401
H 1.967 -2.783 -2.835 0.200
H 2.618 -1.322 -3.573 0.381
H -0.131 -0.994 -5.238 0.317
H 1.406 -0.549 -6.019 0.378
H -0.024 0.473 -6.200 0.464
H 2.170 2.232 -3.866 0.275
H 0.761 2.693 -4.859 0.304
H 2.091 1.774 -5.556 0.457
H 5.675 -1.546 1.404 0.372
H 4.211 -2.374 1.930 0.361
H 4.616 -0.798 2.614 0.391
H 4.267 -1.290 -1.329 0.312
H 2.554 -1.388 -0.914 -0.103
H 3.690 -2.602 -0.306 0.515
C -4.515 2.636 0.514 -0.909
C -4.979 1.317 -0.098 -0.885
As -3.595 0.501 -1.212 0.365
C -4.293 -1.335 -1.334 -0.287
C -5.384 -1.602 -2.371 -1.475
C -3.875 1.328 -2.975 -0.406
C -5.302 1.714 -3.370 -1.431
H -5.290 3.071 1.145 0.470
H -4.271 3.371 -0.258 0.253
H -3.624 2.488 1.133 -0.106
H -5.876 1.468 -0.699 0.680
H -5.236 0.592 0.677 0.559
H -4.678 -1.537 -0.332 0.493
H -3.443 -2.001 -1.494 0.142
H -6.267 -0.990 -2.187 0.322
H -5.700 -2.645 -2.323 0.436
H -5.033 -1.417 -3.386 0.340
H -3.450 0.632 -3.704 0.497
H -3.248 2.222 -2.976 0.322
H -5.956 0.848 -3.435 0.268
H -5.299 2.194 -4.350 0.441
H -5.736 2.426 -2.668 0.321
C 0.683 -4.807 -1.132 -0.961
C 0.110 -4.382 0.214 -0.905
S 1.002 -3.000 0.944 0.632
O 0.248 -1.726 0.458 -0.377
C 0.486 -3.205 2.657 0.989
C 1.639 -2.982 3.627 -1.198
H 0.111 -5.651 -1.513 0.438
H 1.721 -5.128 -1.031 0.382
H 0.633 -4.015 -1.869 -0.025
H 0.201 -5.202 0.927 0.652
H -0.935 -4.067 0.154 0.299
H 0.078 -4.209 2.767 0.916
H -0.302 -2.473 2.782 -1.322
H 2.464 -3.668 3.432 0.422
H 1.297 -3.174 4.644 0.457
H 2.011 -1.958 3.583 0.012
```

Calculated values
Net charge: +3


HOMO-LUMO gap: 0.2627; 0.2462; 0.3100; 0.2304 (Eh)
DFT total energy: -63406.5657; -71606.9697; -72804.9024; -124767.4686 (eV)
LUMO energy: 2.0; -3.9; 0.4; -8.6 (eV)